# 1
{
  "formula": "C24H66N2O10",
  "method": "wB97M-V/def2-TZVPD",
  "species": ["C", "O", "C", "C", "N", "C", "C", "O", "C", "H", "H", "H", "H", "H", "H", "H", "H", "H", "H", "H", "H", "H", "H", "H", "C", "O", "C", "C", "N", "C", "C", "O", "C", "H", "H", "H", "H", "H", "H", "H", "H", "H", "H", "H", "H", "H", "H", "H", "C", "C", "O", "H", "H", "H", "H", "H", "H", "C", "C", "O", "H", "H", "H", "H", "H", "H", "C", "C", "O", "H", "H", "H", "H", "H", "H", "C", "C", "O", "H", "H", "H", "H", "H", "H", "C", "C", "O", "H", "H", "H", "H", "H", "H", "C", "C", "O", "H", "H", "H", "H", "H", "H"],
  "coordinates": [[-5.3439, -0.3763, 1.4991], [-4.8239, 0.8567, 1.7921], [-3.7379, 1.3367, 1.0311], [-3.0529, 2.6117, 1.5361], [-2.1929, 3.1627, 0.4501], [-1.3029, 3.9987, 1.1881], [-0.3639, 4.7637, 0.3271], [0.5951, 5.3967, 0.8251], [1.6461, 4.5137, 1.2511], [-5.5249, -0.3063, 0.4341], [-6.2929, -0.3903, 2.0221], [-4.7669, -1.3143, 1.6271], [-3.8779, 1.4827, 0.0001], [-2.8299, 0.7457, 1.1991], [-2.5229, 2.4337, 2.4651], [-3.8829, 3.3107, 1.7551], [-2.7759, 3.8107, -0.0549], [-0.8169, 3.2577, 1.8001], [-1.7449, 4.7787, 1.8241], [-1.0039, 5.4967, -0.1559], [-0.1679, 4.2367, -0.5099], [1.4691, 3.5087, 1.6901], [1.9361, 5.0847, 2.1391], [2.3871, 4.4917, 0.4901], [6.5851, -1.4673, 4.7001], [7.0031, -2.1893, 3.5901], [5.9521, -2.3983, 2.6831], [5.9111, -1.3133, 1.5891], [4.6761, -1.4443, 0.8081], [4.5001, -0.3213, -0.1069], [3.0441, -0.2753, -0.6399], [2.7201, 0.6937, -1.3229], [2.5581, 1.8837, -0.5619], [5.8151, -1.9803, 5.3691], [6.3001, -0.4413, 4.4171], [7.3591, -1.3123, 5.3941], [4.9891, -2.4443, 3.1091], [6.0861, -3.3053, 2.1361], [6.8141, -1.2233, 0.9891], [5.8101, -0.3593, 2.1711], [3.9251, -1.3453, 1.4641], [5.2031, -0.3383, -0.8789], [4.5801, 0.6387, 0.4291], [2.1521, -0.3443, 0.0731], [2.7761, -1.1543, -1.3289], [3.4191, 2.5347, -0.8349], [2.6801, 1.7487, 0.5621], [1.5441, 2.3687, -0.8129], [-1.3609, -2.3003, 1.5071], [-0.4209, -2.7053, 0.4771], [0.1251, -3.9483, 0.5751], [-2.3279, -2.7963, 1.3321], [-1.4509, -1.2163, 1.4671], [-1.2269, -2.4513, 2.5341], [0.3981, -1.9813, 0.2961], [-0.9639, -2.5703, -0.5039], [0.6011, -4.0233, 1.4511], [-0.3859, 1.3127, -2.5119], [-1.0039, 0.5107, -1.4849], [-0.7939, 0.7777, -0.1389], [-0.4599, 2.4117, -2.4829], [-0.7459, 1.0367, -3.4859], [0.6491, 0.9897, -2.4899], [-0.8299, -0.5213, -1.6929], [-2.0469, 0.6227, -1.6569], [-1.4079, 1.4877, 0.1271], [1.3181, -3.4593, -3.0329], [0.8471, -4.7683, -2.8239], [1.2581, -5.3123, -1.5469], [0.9101, -2.9993, -3.9689], [2.3621, -3.2483, -3.0069], [0.7941, -2.9443, -2.2229], [1.2081, -5.4813, -3.5709], [-0.2029, -4.6433, -3.0519], [2.0981, -4.9063, -1.3809], [-4.4699, 1.8707, -3.7249], [-5.1849, 1.3467, -2.6039], [-6.5679, 1.1667, -2.9199], [-4.8679, 2.9447, -4.0529], [-4.5709, 1.1207, -4.4499], [-3.4619, 2.0167, -3.4259], [-5.1039, 2.0057, -1.6999], [-4.6749, 0.4737, -2.3539], [-6.9609, 0.6067, -2.2119], [-2.4549, -1.4363, -3.7669], [-2.9519, -2.2803, -2.7479], [-3.3109, -1.5353, -1.6389], [-2.6449, -1.8643, -4.7479], [-1.4619, -1.1983, -3.5679], [-2.9569, -0.5773, -3.6959], [-2.3139, -3.0663, -2.4759], [-3.8269, -2.8823, -3.1269], [-3.7309, -2.0973, -1.0879], [0.8141, 1.1237, 2.7671], [1.1071, -0.2863, 2.9271], [2.4631, -0.5633, 2.6521], [-0.1229, 1.4197, 3.2361], [0.6991, 1.4077, 1.7831], [1.6151, 1.7697, 3.3211], [0.5311, -0.8433, 2.1851], [1.0321, -0.5683, 3.9181], [3.0211, -0.0493, 3.1751]],
  "atomic_forces_ev_per_a": [[-0.653, -0.505, -1.583], [1.583, 2.274, 1.236], [2.415, -0.703, 2.054], [-3.312, 0.648, -0.448], [-1.347, 0.005, 1.276], [1.531, 0.253, 1.173], [-6.988, -0.656, -2.772], [5.569, 1.794, 3.559], [0.213, 1.527, 2.301], [-0.614, -0.695, -0.687], [-0.098, -0.517, 0.091], [0.280, 0.700, 0.612], [-0.857, -0.272, -1.521], [-0.628, -1.457, -0.709], [0.269, -0.015, -0.100], [0.496, 0.212, 0.257], [-0.471, -0.222, -0.712], [0.875, 0.268, 0.697], [-0.527, -0.496, 0.310], [-0.653, 0.730, -0.104], [1.489, -2.780, -2.937], [-0.901, 0.494, -0.948], [1.127, -0.287, -0.196], [0.793, -0.180, -0.522], [-1.444, 0.368, 0.833], [-0.103, -0.584, 0.240], [1.128, 0.664, -2.301], [-1.193, 1.231, 1.510], [0.947, 0.025, -0.650], [-2.408, 0.063, 1.876], [-0.408, -9.525, 3.475], [-1.770, 9.393, -5.217], [-0.025, 1.526, -0.024], [0.337, 0.496, -1.305], [-0.541, -0.275, 0.080], [1.651, -0.070, 0.533], [-1.171, 0.000, 1.050], [0.403, -1.051, 0.056], [-0.042, -0.386, -0.124], [0.517, -0.098, -0.394], [-0.561, -0.313, 0.315], [1.023, -0.075, -1.420], [0.526, 0.083, 0.069], [1.778, -0.894, 0.926], [1.101, 0.209, 1.045], [-0.805, 0.104, 0.060], [-0.541, -0.324, -1.354], [1.617, -0.736, 0.449], [-2.457, 1.018, 0.050], [1.071, 1.879, -2.457], [0.991, -2.070, 1.713], [-0.005, 0.391, -0.107], [-0.576, 0.162, -0.439], [1.268, -0.825, 1.592], [-0.122, 0.217, 0.602], [0.348, -0.765, 0.730], [-0.807, 0.152, -1.502], [2.565, 1.253, -1.076], [-2.725, -0.269, 0.418], [1.117, 0.165, 1.111], [-0.069, -0.368, 0.504], [-0.395, -0.318, -0.480], [0.659, 0.675, -0.420], [0.492, -0.849, 0.204], [-1.470, -0.225, 0.009], [0.468, 0.154, -0.481], [-0.505, 4.146, -0.666], [0.488, -3.911, -0.578], [-1.552, -0.014, -1.077], [0.354, -0.478, 0.546], [0.953, -0.090, 0.185], [0.521, 0.879, 0.089], [0.001, -0.049, -0.252], [-0.817, -0.954, 1.120], [0.664, 0.315, 0.374], [-0.704, 4.055, -1.323], [-1.865, 1.482, 2.680], [-0.095, -0.897, 0.782], [0.683, -2.425, 0.325], [0.183, -0.519, -1.804], [1.173, 0.017, -0.015], [-0.108, -0.233, -0.574], [0.352, -2.087, 0.735], [0.361, 0.649, -0.821], [1.248, -1.495, -2.361], [-2.905, -2.981, 0.398], [1.529, 3.214, -1.487], [0.502, 0.056, -0.159], [1.989, 0.297, -0.291], [-2.135, 3.593, -0.098], [1.606, -1.087, 0.526], [0.175, 0.729, 0.219], [-2.149, -2.598, 3.172], [0.648, 2.741, 2.906], [0.878, -0.571, -1.397], [-0.163, -1.734, -2.231], [-0.231, -0.211, 0.285], [0.233, 0.628, -2.312], [-1.215, -0.951, -1.070], [0.042, -0.312, 0.588], [-1.350, -0.984, 2.062], [1.249, 1.452, 1.500]],
  "homo_lumo_gap_ev": 9.16,
  "smiles": "COCCNCCOC.COCCNCCOC.CCO.CCO.CCO.CCO.CCO.CCO",
  "spin_multiplicity": 1,
  "charge": 0,
  "de_lowest_kcal_mol": 258.37,
  "largest_force_ev_per_a": 10.9
}

# 2
{
  "formula": "C27H29F5N9O5ReS3",
  "method": "wB97M-V/def2-TZVPD",
  "species": ["Re", "S", "C", "N", "C", "S", "C", "O", "H", "H", "H", "H", "H", "H", "O", "S", "O", "O", "C", "N", "C", "C", "C", "N", "C", "C", "C", "N", "C", "C", "H", "H", "H", "H", "H", "H", "F", "C", "F", "C", "F", "F", "F", "C", "C", "N", "C", "C", "N", "C", "N", "N", "N", "C", "C", "C", "C", "C", "C", "H", "H", "H", "H", "H", "H", "H", "H", "H", "H", "H", "C", "C", "O", "H", "H", "H", "H", "H", "H"],
  "coordinates": [[0.0690, -0.6111, -0.3126], [0.4151, -3.0195, -0.8124], [-0.6173, -3.5715, 0.4066], [-1.3073, -3.8724, 1.2826], [-2.8083, -0.8227, 3.2098], [-1.1257, -1.1419, 2.7511], [-0.3010, 0.2362, 3.5293], [-1.1747, -0.7753, 1.2249], [-2.8414, -0.7469, 4.2971], [-3.4110, -1.6648, 2.8750], [-3.1175, 0.1072, 2.7348], [-0.0645, -0.0701, 4.5488], [-0.9311, 1.1211, 3.5194], [0.6174, 0.4195, 2.9717], [-7.2084, -4.9032, -4.4129], [-5.9421, -5.3801, -4.9450], [-5.0076, -5.8695, -3.9484], [-6.0158, -6.1494, -6.1613], [-5.2229, -3.7893, -5.4330], [-5.3963, -3.3069, -6.6793], [-4.9378, -2.0909, -6.9230], [-4.2780, -1.3214, -5.9681], [-4.1155, -1.9230, -4.7361], [-4.5910, -3.1294, -4.4635], [-3.3403, -1.3577, -3.6126], [-2.5272, -0.2231, -3.7063], [-1.6977, 0.0989, -2.6654], [-1.6434, -0.6258, -1.5209], [-2.5389, -1.6366, -1.3752], [-3.3694, -2.0310, -2.3848], [-5.0879, -1.7145, -7.9295], [-3.9428, -0.3182, -6.1948], [-2.5146, 0.3923, -4.5949], [-1.0569, 0.9683, -2.7217], [-2.5513, -2.1366, -0.4168], [-4.0232, -2.8871, -2.2698], [0.3988, 2.1437, -1.2426], [-0.0344, 1.5611, -0.0444], [0.8458, 2.0055, 0.9031], [-1.3687, 2.2845, 0.2940], [-1.6039, 2.1830, 1.6141], [-2.4041, 1.7415, -0.3442], [-1.3032, 3.5684, -0.0210], [2.0165, -2.6902, 2.1142], [2.6155, -1.5464, 1.3793], [1.9859, -0.5728, 0.6982], [2.9831, 0.2943, 0.2484], [4.1825, -0.1592, 0.6525], [3.9320, -1.3123, 1.3706], [4.9799, -2.1952, 1.9213], [6.1186, -1.4408, 2.2969], [7.2600, -1.5102, 1.5399], [8.1579, -0.7953, 2.0773], [7.6428, -0.2192, 3.2302], [8.2377, 0.6363, 4.1598], [7.4569, 1.0555, 5.2118], [6.1163, 0.6393, 5.3479], [5.5203, -0.2097, 4.4405], [6.3250, -0.6314, 3.3799], [0.9345, -2.6784, 2.0609], [2.3109, -2.6553, 3.1658], [2.3491, -3.6435, 1.7013], [2.7620, 1.1963, -0.2913], [5.1782, 0.2244, 0.5127], [5.2929, -2.9039, 1.1565], [4.5702, -2.7351, 2.7735], [9.2692, 0.9418, 4.0520], [7.8759, 1.7170, 5.9574], [5.5419, 1.0004, 6.1907], [4.4907, -0.5268, 4.5500], [2.2781, -0.4588, -4.2136], [1.4058, -1.1475, -3.1992], [1.2345, -0.2579, -2.0258], [2.4240, -1.1242, -5.0638], [3.2541, -0.2140, -3.7949], [1.8104, 0.4567, -4.5847], [1.8671, -2.0521, -2.8142], [0.4197, -1.3884, -3.5934], [1.1636, 0.6663, -2.3189]],
  "atomic_forces_ev_per_a": [[0.073, -0.213, 0.206], [-0.136, -0.042, 0.176], [0.073, -0.029, -0.102], [-0.019, 0.030, 0.005], [-0.083, -0.066, -0.043], [0.108, -0.122, -0.013], [-0.059, 0.126, -0.033], [0.070, 0.131, 0.177], [0.001, -0.022, -0.005], [0.019, -0.006, -0.016], [-0.004, 0.022, 0.040], [-0.023, -0.029, -0.016], [0.046, -0.005, 0.010], [0.027, -0.032, 0.030], [0.155, 0.000, -0.048], [-0.245, -0.342, 0.146], [-0.013, 0.108, -0.080], [0.054, 0.106, 0.043], [0.117, 0.421, -0.211], [0.063, -0.083, 0.357], [-0.047, -0.140, -0.015], [0.002, 0.181, -0.073], [-0.004, -0.087, 0.089], [-0.104, -0.164, -0.225], [0.009, 0.031, 0.053], [-0.079, -0.011, -0.017], [-0.015, -0.058, 0.158], [-0.053, -0.026, -0.337], [0.109, 0.135, 0.090], [-0.110, 0.036, -0.031], [-0.025, 0.038, 0.021], [0.052, -0.043, -0.021], [0.010, -0.026, -0.010], [0.039, -0.033, -0.025], [0.082, -0.068, -0.046], [-0.008, 0.008, -0.026], [-0.019, 0.010, 0.021], [0.053, 0.255, -0.197], [-0.047, 0.066, 0.027], [0.058, -0.080, 0.002], [-0.053, -0.028, -0.035], [-0.019, 0.056, -0.037], [0.014, 0.040, 0.060], [0.042, 0.005, -0.032], [-0.092, 0.143, 0.065], [0.081, -0.206, -0.085], [-0.152, 0.072, 0.087], [0.059, -0.078, 0.043], [0.108, -0.021, -0.070], [0.033, 0.079, 0.006], [0.033, -0.128, 0.065], [-0.025, 0.087, 0.020], [-0.098, -0.007, 0.057], [0.118, 0.018, -0.063], [0.027, -0.004, 0.015], [-0.001, -0.008, 0.011], [0.005, -0.003, -0.035], [0.021, -0.004, -0.020], [-0.089, 0.002, -0.008], [-0.006, -0.013, 0.022], [-0.011, -0.002, -0.006], [-0.010, -0.001, -0.011], [-0.002, -0.042, -0.042], [-0.009, -0.004, 0.012], [0.014, -0.009, -0.008], [-0.059, 0.037, 0.000], [-0.015, 0.015, -0.014], [-0.010, -0.001, -0.001], [0.009, -0.013, 0.006], [0.014, -0.001, 0.023], [-0.001, 0.098, 0.071], [0.095, -0.039, -0.186], [-0.187, -0.051, -0.075], [-0.007, 0.008, -0.007], [0.005, -0.032, -0.016], [-0.006, -0.029, -0.026], [0.041, 0.032, 0.069], [-0.056, 0.032, 0.077], [0.062, 0.019, 0.011]],
  "homo_lumo_gap_ev": [5.03, 2.95],
  "spin_multiplicity": 4,
  "charge": 1,
  "de_lowest_kcal_mol": 22.66,
  "largest_force_ev_per_a": 0.5,
  "s2": 3.7696
}